1.
15
Properties=species:S:1:pos:R:3:forces:R:3 method="wB97M-V/def2-TZVPD" orbital_gap_ev=10.657 e_tot_ev=-10419.03143 e_lumo_ev=0.71 relative_energy_kcal_mol=45.48
O -0.864252 1.171277 0.008312 0.0661 0.1514 -0.0359
C -1.925071 0.205413 0.043151 -0.3762 -0.1114 0.0125
C -0.924833 -0.943189 0.200041 -0.0043 -0.1251 0.0082
C 0.144765 0.151838 0.016110 0.1330 -0.1071 0.2907
O 0.804233 0.027844 -1.193742 0.1423 0.0928 -0.0624
C 1.146354 0.470976 1.145923 -0.2176 0.1559 0.0427
O 2.480662 0.129876 0.818363 0.0901 -0.2461 0.0529
H 1.695106 0.394048 -1.077275 -0.0995 -0.0790 -0.0976
H -2.500535 0.195154 -0.890107 0.0984 0.0269 0.1370
H -2.598813 0.390019 0.886472 0.0847 -0.0695 -0.1164
H -0.922999 -1.694655 -0.592007 0.0078 0.1380 0.1228
H -0.926559 -1.427147 1.180796 0.0299 0.0970 -0.1538
H 1.137240 1.555661 1.278245 -0.0170 -0.0996 -0.0148
H 0.827145 0.010717 2.090461 0.0134 0.0568 -0.1781
H 2.560556 -0.832177 0.814632 0.0490 0.1190 -0.0076

2.
15
Properties=species:S:1:pos:R:3:forces:R:3 method="wB97M-V/def2-TZVPD" orbital_gap_ev="7.793 / 4.259" e_tot_ev=-10407.99141 charge=+1 multiplicity=2 e_lumo_ev="-6.34 / -9.88" relative_energy_kcal_mol=54.55
O -1.156964 -1.728607 3.206735 0.3604 0.2910 -1.6590
C -0.771777 -1.536454 2.067441 0.2440 -0.5646 1.2925
C -0.436582 -0.211369 1.459833 -3.6642 2.3702 1.8131
C 0.279088 -0.141673 0.226123 3.2781 -0.6512 -4.1526
C 1.834284 0.192199 0.606336 1.2908 -1.3690 1.4605
O 2.202471 -0.115568 1.757220 -1.1036 1.1971 -3.3914
H -0.565421 -2.465755 1.461042 -0.2507 0.2295 0.2843
H 0.280561 0.294201 2.110950 -0.5326 -0.2418 1.2664
H -1.469184 0.458368 1.509713 2.3706 -1.8221 -0.1011
H 0.267893 -1.018249 -0.519781 0.2408 0.6524 1.5081
H -0.075687 0.586157 -0.496208 -0.2771 0.6777 0.3735
H 2.637360 0.606470 -0.167981 -1.9486 -0.7391 1.2905
H -1.705055 1.909872 -4.239660 -1.0748 0.4078 0.1579
H -0.551177 1.168170 -4.639103 1.2424 -2.7874 -1.2073
O -0.769810 2.002240 -4.342662 -0.1755 2.3495 1.0646

3.
16
Properties=species:S:1:pos:R:3:forces:R:3 method="wB97M-V/def2-TZVPD" orbital_gap_ev="5.926 / 5.927" e_tot_ev=-19709.03597 charge=-1 e_lumo_ev="3.03 / 3.03" relative_energy_kcal_mol=62.70
C -2.605529 0.399870 1.630666 0.9714 -0.7286 -0.1732
C -2.058348 -0.260956 0.527826 1.0503 3.5799 2.2815
C -0.577292 -0.363732 0.731910 0.1533 -1.0288 2.6597
C 1.865393 0.090261 -2.042180 0.2655 0.8764 -0.7397
O 2.272292 1.363438 0.397131 -0.7893 0.7839 -0.6367
O 2.199885 -1.153210 0.358440 -0.3276 -1.4235 -0.0256
O -2.560841 -0.526909 -0.557292 -0.8929 -1.2972 -1.7873
P 1.793065 0.117977 -0.218733 2.7854 0.0628 0.2006
H -3.639814 0.366931 1.601324 -2.1829 0.4593 0.4403
H -2.077436 0.775103 2.523333 -0.2184 -0.5280 -0.7099
H -0.269121 -0.224373 1.819360 -0.2072 -0.3817 -1.4865
H -0.257174 -1.272142 0.339508 0.5553 -2.0619 -0.1557
H 0.089428 0.313744 0.217852 0.0113 2.0074 -1.2434
H 1.557095 1.095121 -2.389474 -0.1650 -0.6395 -0.0104
H 2.934021 -0.001729 -2.384381 -0.7873 0.0163 0.9140
H 1.334380 -0.719390 -2.555292 -0.2218 0.3034 0.4724

4.
16
Properties=species:S:1:pos:R:3:forces:R:3 method="wB97M-V/def2-TZVPD" orbital_gap_ev="8.943 / 8.687" e_tot_ev=-16240.88972 charge=+1 multiplicity=2 e_lumo_ev="-4.99 / -5.84" relative_energy_kcal_mol=0.00
O 0.573630 -0.749321 -1.108581 -0.6058 -1.4887 -1.7512
O 2.338003 -0.509250 -2.477436 -2.8364 0.9949 0.2129
C 1.196672 -0.236355 -2.245927 3.7073 -1.2587 -1.9283
O 1.364449 1.683291 -0.858628 1.3573 2.4882 -3.1237
C 2.392743 2.565478 -1.197676 0.9545 1.2595 -1.2798
C -0.458958 -1.774250 -1.263467 -0.6046 -0.9023 -0.3254
C -1.178169 -1.898311 0.055015 -0.1486 -0.1484 0.2065
H 3.397286 2.225754 -0.899038 -0.5051 -0.0182 0.2176
H 2.418747 2.636505 -2.299448 -0.0108 0.0685 0.4316
H 2.195563 3.576684 -0.808055 0.0821 -0.4512 0.0095
H -1.128379 -1.462164 -2.073631 0.2603 -0.0199 0.1535
H 0.081523 -2.687023 -1.538386 -0.2436 0.1968 0.0132
H -1.663475 -0.953182 0.343978 -0.0012 -0.3193 -0.1015
H -1.961753 -2.659829 -0.046007 0.1877 0.1894 0.0311
H -0.500034 -2.213253 0.861003 -0.2155 0.0367 -0.2130
Sn 0.773685 0.531986 0.359665 -1.3776 -0.6274 7.4468

5.
16
Properties=species:S:1:pos:R:3:forces:R:3 method="wB97M-V/def2-TZVPD" orbital_gap_ev="8.966 / 5.780" e_tot_ev=-11248.51775 charge=+1 multiplicity=2 e_lumo_ev="-3.81 / -6.99" relative_energy_kcal_mol=0.00
C 1.733707 -2.409805 -1.801333 -0.0057 0.5141 -0.0685
C 0.287394 -2.423588 -1.397021 0.2287 -0.8622 -0.5999
O -0.061640 -3.013061 -0.373829 -0.7062 0.6679 -0.3280
O 2.552909 -2.978401 -0.867200 -0.1333 0.3216 -0.4456
H 1.962148 -1.342568 -2.023318 0.0504 -0.2111 -0.0417
H 1.762422 -2.910519 -2.795618 -0.0721 0.1316 0.1510
H -0.473852 -2.025145 -2.089727 0.0813 0.1703 0.2347
Sr 1.688483 -3.760605 0.963511 0.8655 -0.8388 0.0145
O 1.166951 -3.895893 3.295851 -0.1033 0.1808 0.6178
C 0.371254 -3.338100 4.220040 0.0701 -0.3132 0.9214
C -0.597565 -2.277004 3.770748 -0.0084 0.1687 -0.1473
H -0.125145 -4.208939 4.731349 0.0610 0.2392 -0.0228
H -0.049149 -1.399648 3.399179 -0.2130 -0.1429 0.1202
H -1.224048 -1.969134 4.615608 0.1151 0.0040 -0.2466
H -1.247603 -2.657249 2.970436 0.1086 0.1021 0.2225
H 1.042150 -3.021131 5.076930 -0.3388 -0.1321 -0.3817

6.
16
Properties=species:S:1:pos:R:3:forces:R:3 method="wB97M-V/def2-TZVPD" orbital_gap_ev=11.494 e_tot_ev=-12466.81059 e_lumo_ev=0.75 relative_energy_kcal_mol=54.16
O 1.876563 1.875330 2.389900 1.7182 -2.2277 -0.0170
O 3.868395 0.682355 2.505162 -1.1013 0.8912 0.2362
C 2.524639 0.833896 2.372489 -0.5219 1.0088 0.2419
C 4.593404 1.881747 2.805606 1.0121 0.4352 -0.2212
H 2.131849 -0.198438 2.284935 -0.2753 0.5246 -0.1611
H 4.454172 2.655413 2.031860 -0.1134 -0.4060 0.2866
H 5.650895 1.568188 2.803299 -0.4893 0.2020 0.0279
H 4.359118 2.321954 3.789441 -0.2300 -0.4290 -0.3947
O -4.370314 0.184783 -3.372662 1.7052 -1.1429 0.9996
O -3.063069 -1.373337 -2.290759 1.2908 2.0927 -0.0274
C -3.382858 -0.144530 -2.727297 -1.9271 0.8444 -0.6046
C -3.847129 -2.480933 -2.529925 -1.1769 -1.8339 -0.1598
H -2.670456 0.620225 -2.359463 0.0416 -0.6324 -0.1363
H -4.666772 -2.526764 -1.793249 0.2044 0.0010 -0.3157
H -3.179314 -3.343595 -2.367330 -0.4066 0.2970 -0.0852
H -4.279123 -2.556294 -3.542008 0.2695 0.3750 0.3308